160
Properties=species:S:1:pos:R:3:forces:R:3 method="wB97M-V/def2-TZVPD" e_lumo_ev=-1.652 smiles="[H]/N=C(/C)Cc1c(COCC)c2c(c(N(C)C(C)=O)c1P(C)CC)C(=O)c1c(Cl)cc(Cl)cc1C2=O.O=C1c2ccccc2C(=O)c2ccccc21.O=C1c2ccccc2C(=O)c2ccccc21.O=C1c2ccccc2C(=O)c2ccccc21.O=C1c2ccccc2C(=O)c2ccccc21" homo_ha=-0.31196 orbital_gap_ev=6.837 e_tot_ev=-147898.465 mol_weight_g_mol=1368.27
C 4.20791 -4.06579 2.35939 -0.151 0.232 -0.960
C 4.28888 -4.41457 0.77064 0.866 0.748 0.569
O 3.65765 -5.67430 0.45738 0.472 0.661 -1.043
C 3.79563 -6.00074 -0.95113 -0.192 0.615 -0.572
C 2.84431 -5.04763 -1.82908 -2.212 1.069 -1.518
C 3.37488 -3.86697 -2.73494 -2.207 -0.643 0.223
C 4.95257 -3.64668 -2.73411 0.281 -1.301 1.042
C 5.74182 -4.69987 -3.69279 0.174 -0.510 -1.539
C 7.10984 -5.39947 -3.16682 -1.360 -0.344 -0.006
N 5.33006 -5.07535 -4.88168 0.461 1.291 2.909
C 2.45250 -2.95800 -3.59153 -1.331 -3.184 2.727
P 2.96101 -1.49187 -4.66709 -0.839 0.120 -0.169
C 4.71459 -1.65497 -5.36189 1.135 1.122 0.205
C 2.94495 -0.00139 -3.44619 0.753 0.047 0.544
C 4.28083 0.12603 -2.56634 -0.429 1.577 0.312
C 0.90283 -3.27863 -3.52937 1.455 -2.432 2.566
N -0.13592 -2.54634 -4.27654 1.664 1.682 0.241
C -0.00951 -2.68438 -5.75843 -0.043 -1.390 -1.400
C -0.28765 -1.15691 -3.83707 0.843 2.803 -0.615
C -0.60396 -0.86803 -2.27909 0.985 -0.729 -0.465
O -0.14421 -0.15542 -4.60762 -1.053 -3.964 2.328
C 0.38146 -4.45583 -2.62415 1.905 0.279 -0.110
C 1.31219 -5.36439 -1.77183 1.346 2.799 -2.140
C 0.66444 -6.54793 -0.93470 -0.110 -1.407 1.575
O 1.10065 -7.02950 0.13770 -0.987 1.779 -3.754
C -0.67841 -7.20614 -1.52643 -2.665 -0.869 -1.879
C -1.02372 -8.69455 -1.30119 -2.048 2.267 -1.693
C -2.35097 -9.25589 -1.91582 1.067 3.629 -0.490
Cl -2.75962 -11.01948 -1.61354 0.461 2.508 -0.526
C -3.29529 -8.32755 -2.76220 2.677 0.907 1.508
C -2.93869 -6.81964 -2.99277 2.073 -2.903 2.197
Cl -4.10683 -5.85215 -3.98250 1.632 -1.197 1.292
C -1.62556 -6.29046 -2.37270 -0.136 -2.002 0.230
C -1.18943 -4.77189 -2.54354 -1.775 1.150 0.073
O -2.09636 -3.89880 -2.56764 3.351 -2.677 -0.012
H 5.24876 -3.75469 2.70968 -1.473 -0.588 -0.303
H 3.79035 -4.93691 2.96886 0.726 1.197 -0.932
H 3.51840 -3.15173 2.47193 0.992 -1.507 0.010
H 5.38999 -4.47087 0.40664 -1.512 0.054 0.763
H 3.83637 -3.50637 0.23228 0.308 -1.483 0.387
H 4.90556 -5.92724 -1.25947 -1.698 0.027 0.345
H 3.46683 -7.07625 -1.15244 0.351 1.516 0.700
H 5.28965 -2.56705 -2.89172 -0.663 -1.624 -0.134
H 5.31188 -3.92009 -1.66676 -0.598 0.631 -1.739
H 6.79043 -6.47955 -2.89444 0.589 1.728 -0.269
H 7.88425 -5.51495 -4.00306 -1.221 0.508 1.253
H 7.50999 -4.88939 -2.22954 -0.379 -0.652 -1.382
H 4.43902 -4.59209 -5.08614 0.294 -0.330 0.087
H 5.51111 -1.31407 -4.59441 -1.049 -0.937 -1.326
H 4.95189 -2.66116 -5.84076 -0.384 1.322 0.931
H 4.78969 -0.87460 -6.21563 -0.395 -1.230 1.361
H 2.03298 -0.04176 -2.74160 1.377 -0.249 -1.317
H 2.80017 0.92864 -4.10519 0.277 -1.367 0.976
H 5.16331 0.50398 -3.20929 -1.300 -0.952 1.062
H 4.53523 -0.79262 -1.94050 -0.341 1.117 -1.101
H 4.08670 0.98031 -1.80634 0.417 -1.353 -1.127
H 0.66339 -1.91311 -6.25973 -1.185 -0.827 0.872
H -1.06250 -2.74894 -6.23391 1.696 0.470 0.841
H 0.46998 -3.71535 -5.98049 -0.772 1.628 0.533
H -1.73288 -0.94607 -2.14410 1.582 0.160 0.035
H -0.17152 0.15625 -1.97788 -1.025 -1.465 -0.798
H -0.05326 -1.63691 -1.61766 -1.175 0.972 -1.033
H -0.30565 -9.33864 -0.68866 -1.343 0.978 -1.028
H -4.27216 -8.73983 -3.19167 1.715 0.660 0.719
C -2.12778 2.84933 -2.42412 0.018 0.053 0.242
C -1.37933 3.97812 -2.75042 0.045 0.052 0.185
C -0.87661 4.79554 -1.74402 -0.048 -0.118 -0.222
C -1.13150 4.49286 -0.40603 -0.101 -0.135 -0.333
C -1.90153 3.37635 -0.07988 0.015 -0.035 -0.378
C -2.38991 2.54795 -1.09136 0.017 0.014 -0.288
C -2.22100 3.07147 1.33353 -0.516 -0.737 0.257
O -2.89098 2.09300 1.61953 0.205 0.193 -0.079
C -1.72181 3.97665 2.39246 0.031 0.135 0.336
C -2.06249 3.73466 3.72375 0.054 0.102 0.229
C -1.58684 4.57180 4.72791 -0.018 -0.057 -0.186
C -0.76223 5.64792 4.40698 -0.015 -0.037 -0.196
C -0.42510 5.89605 3.08095 -0.030 -0.008 0.205
C -0.91244 5.06599 2.06967 0.012 0.066 0.354
C -0.57695 5.35899 0.65863 0.522 0.723 -0.144
O 0.14160 6.30374 0.37582 -0.098 -0.210 0.035
H -2.51168 2.20701 -3.20981 0.093 0.153 0.134
H -1.18588 4.21961 -3.79062 -0.010 -0.036 0.114
H -0.28974 5.67068 -2.00462 -0.058 -0.096 0.202
H -2.97846 1.66991 -0.84395 0.066 0.165 0.133
H -2.70207 2.89628 3.98211 0.074 0.078 -0.200
H -1.85729 4.38410 5.76220 0.052 -0.027 -0.116
H -0.38534 6.29656 5.19119 -0.013 -0.072 -0.108
H 0.21380 6.73890 2.83722 -0.113 -0.148 -0.091
C 6.70049 7.36534 6.83307 -0.100 0.001 -0.180
C 7.94499 7.58631 6.24702 -0.091 0.021 -0.204
C 8.04579 7.76101 4.87117 0.069 -0.019 0.253
C 6.90179 7.70319 4.07456 0.061 -0.061 0.384
C 5.65894 7.45768 4.65871 0.240 0.007 0.306
C 5.55893 7.30019 6.04195 0.164 -0.007 0.183
C 4.44401 7.34475 3.81951 -0.868 -0.163 0.369
O 3.35661 7.13382 4.32996 0.269 0.058 -0.113
C 4.57153 7.48321 2.35143 -0.092 -0.009 -0.394
C 3.44534 7.32220 1.54325 -0.056 0.009 -0.248
C 3.55248 7.46341 0.16291 0.046 0.002 0.166
C 4.78236 7.77515 -0.41299 0.100 -0.006 0.240
C 5.90802 7.93101 0.38873 -0.142 -0.025 -0.189
C 5.80645 7.77563 1.77212 -0.200 -0.005 -0.295
C 7.01702 7.90825 2.61289 0.868 0.216 -0.455
O 8.09491 8.17673 2.10950 -0.292 -0.083 0.157
H 6.62146 7.23818 7.90806 -0.004 0.012 -0.118
H 8.83711 7.62447 6.86390 -0.092 0.007 -0.075
H 9.01747 7.93802 4.42093 -0.219 0.003 -0.092
H 4.59296 7.12235 6.50375 0.064 0.015 -0.224
H 2.48344 7.08229 1.98515 0.188 0.043 0.027
H 2.67618 7.33226 -0.46411 0.045 0.000 0.139
H 4.86428 7.89236 -1.48893 0.002 -0.007 0.118
H 6.86427 8.16905 -0.06642 -0.058 -0.043 0.228
C -10.90737 -1.75852 -6.89327 0.192 -0.001 0.082
C -10.88401 -0.38635 -7.13346 0.211 0.017 0.071
C -9.74898 0.35547 -6.82525 -0.242 -0.059 -0.090
C -8.63636 -0.27181 -6.26378 -0.357 -0.129 -0.090
C -8.66886 -1.64149 -6.00081 -0.343 0.073 -0.161
C -9.80319 -2.38624 -6.32754 -0.223 0.053 -0.089
C -7.51366 -2.31066 -5.35986 -0.011 -0.953 0.186
O -7.53994 -3.50844 -5.13312 0.008 0.311 -0.073
C -6.33066 -1.50130 -4.99107 0.363 0.128 0.157
C -5.25807 -2.10619 -4.33464 0.218 0.025 0.090
C -4.13615 -1.35719 -3.99594 -0.106 -0.019 -0.063
C -4.07726 -0.00356 -4.31975 -0.273 -0.012 -0.096
C -5.14626 0.60502 -4.96880 0.218 -0.038 0.123
C -6.27952 -0.14114 -5.29711 0.337 -0.044 0.157
C -7.42613 0.52333 -5.95575 0.062 0.985 -0.214
O -7.37789 1.70927 -6.23577 -0.024 -0.335 0.078
H -11.79030 -2.33842 -7.14257 0.102 0.053 0.032
H -11.75099 0.10495 -7.56344 0.103 -0.045 0.039
H -9.73484 1.42332 -7.01948 0.170 -0.149 0.074
H -9.82944 -3.45456 -6.13776 0.160 0.162 0.053
H -5.29455 -3.16167 -4.08121 -0.121 0.178 -0.097
H -3.30526 -1.83027 -3.48068 -0.125 -0.067 -0.087
H -3.19820 0.57877 -4.06189 -0.082 -0.168 -0.110
H -5.09647 1.66130 -5.21417 -0.179 -0.152 -0.031
C -3.27571 -1.78663 4.66152 0.016 0.042 0.226
C -2.52724 -0.65750 4.33587 0.051 0.043 0.149
C -2.02429 0.15856 5.34324 -0.050 -0.099 -0.236
C -2.27888 -0.14549 6.68077 -0.110 -0.132 -0.309
C -3.04887 -1.26254 7.00595 0.013 -0.021 -0.358
C -3.53749 -2.08965 5.99331 0.003 0.014 -0.239
C -3.36788 -1.56889 8.41896 -0.538 -0.800 0.164
O -4.03746 -2.54666 8.70447 0.182 0.270 -0.052
C -2.86829 -0.66426 9.47913 0.063 0.194 0.375
C -3.20857 -0.90730 10.81076 0.049 0.108 0.236
C -2.73291 -0.07034 11.81481 -0.014 -0.074 -0.223
C -1.90874 1.00618 11.49415 -0.007 -0.042 -0.209
C -1.57200 1.25496 10.16826 -0.035 0.014 0.248
C -2.05936 0.42538 9.15694 -0.011 0.022 0.391
C -1.72417 0.71978 7.74564 0.561 0.740 -0.272
O -1.00611 1.66507 7.46346 -0.219 -0.212 0.085
H -3.66031 -2.42830 3.87522 0.037 0.067 0.092
H -2.33406 -0.41442 3.29578 -0.037 0.022 0.114
H -1.43737 1.03392 5.08268 -0.028 -0.107 0.196
H -4.12580 -2.96762 6.24039 0.086 0.171 0.134
H -3.84771 -1.74610 11.06814 0.098 0.067 -0.210
H -3.00307 -0.25826 12.84909 0.026 0.006 -0.119
H -1.53204 1.65467 12.27875 -0.036 -0.065 -0.094
H -0.93342 2.09809 9.92422 -0.110 -0.159 -0.137